[1]
The following is a quantum chemistry calculation of C7H11NO3S in the gas phase, from OMol25.

XYZ file:
```
23
Properties=species:S:1:pos:R:3:forces:R:3
S 0.077 1.158 0.407 -0.12 0.35 0.50
O -0.530 -3.166 -0.904 1.31 -0.67 0.22
O 0.983 -1.537 -0.266 -0.99 -1.86 -1.21
O -0.667 1.008 -1.490 1.40 2.54 1.53
N -1.685 -0.419 -2.856 -0.69 -2.36 0.73
C -1.208 -0.110 -1.720 -1.43 -0.55 -1.03
C -0.243 -2.061 -0.546 -1.18 0.33 -0.73
C -1.047 -0.151 0.828 -2.30 -1.08 -1.16
C 2.074 -2.461 -0.570 1.01 2.00 4.70
C -0.112 2.169 1.678 0.37 -0.15 -2.69
C 0.805 3.327 1.579 -0.11 -0.38 1.26
C -1.311 -1.019 -0.478 -1.63 -0.16 1.50
H 2.128 -2.905 -1.506 -0.69 -0.95 -1.57
H 1.405 3.229 0.724 0.81 0.01 -1.29
H 0.484 4.336 1.671 -1.05 0.66 -0.18
H -0.954 2.079 2.289 -1.13 0.22 1.01
H 2.855 -1.704 -0.470 0.61 -0.60 -0.32
H -0.618 -0.675 1.657 0.55 -0.69 0.12
H -2.402 -1.526 -0.424 2.82 1.07 -0.22
H 1.450 3.203 2.401 1.25 0.05 1.29
H -1.586 0.279 -3.560 0.36 0.80 -0.24
H -2.085 0.064 1.189 1.05 1.05 -0.32
H 2.186 -3.117 0.368 -0.21 0.37 -1.90
```
Forces are in eV/Å.

Properties
E_LUMO (hartree): -0.0064
Kohn-Sham gap (eV): 8.38
Total energy (eV): -25901.7321
E_HOMO (Ha): -0.3143
2S+1: 1
Energy above the lowest of the compared OMol25 structures with the same formula, charge and spin (kcal/mol): 101.7

Mulliken atomic charge list, values in e, 6 entries: 0.166, -0.545, -0.203, -0.664, -0.816, 0.447



[2]
The following is a quantum chemistry calculation of 2 unconnected molecules or ions with the total composition C7H11NO4S, from OMol25.

XYZ file:
```
24
Properties=species:S:1:pos:R:3:forces:R:3
S -1.883 -1.076 -0.331 1.83 -0.91 -0.75
O -1.651 -2.410 -1.332 -0.25 0.20 0.94
O -4.121 2.066 -0.025 -0.42 1.19 -1.03
O -3.555 0.395 1.434 0.30 -1.05 1.17
O -2.611 -0.107 -1.150 -0.61 0.36 -0.37
N 0.164 -1.667 1.812 0.28 0.12 0.05
C 0.239 0.529 -1.316 -0.13 0.20 -0.22
C 0.577 -0.755 0.888 -2.54 0.64 -3.30
C -3.822 1.208 0.668 -0.12 0.15 0.12
C -0.223 -0.436 -0.279 1.64 -1.08 3.63
C 1.329 1.444 -0.766 0.08 -0.27 -0.13
C 1.919 -0.126 1.100 0.10 0.05 -0.09
C 2.435 0.601 -0.140 -0.10 0.19 0.12
H -1.754 -2.140 -2.248 0.01 0.32 -0.34
H 2.632 -0.895 1.409 -0.06 -0.01 0.07
H 0.903 2.104 -0.008 -0.04 0.10 0.02
H 0.588 -1.628 2.723 -0.06 -0.04 0.04
H -0.797 -1.963 1.774 -0.05 -0.10 0.18
H 2.786 -0.130 -0.871 0.06 -0.01 -0.03
H -0.627 1.110 -1.649 0.11 -0.01 -0.07
H 0.626 -0.010 -2.190 -0.03 0.08 -0.05
H 1.732 2.064 -1.568 -0.01 0.04 0.01
H 3.282 1.232 0.137 0.04 -0.09 -0.01
H 1.830 0.587 1.928 -0.01 -0.06 0.04
```
Forces are in eV/Å.

Properties
E_LUMO (hartree): 0.0249
Kohn-Sham gap (eV): 8.87
Total energy (eV): -27952.7695
E_HOMO (Ha): -0.3012
2S+1: 1
Energy above the lowest of the compared OMol25 structures with the same formula, charge and spin (kcal/mol): 0.0

Mulliken atomic charge list, values in e, 6 entries: 0.489, -0.508, -0.373, -0.438, -0.662, -0.441



[3]
The following is a quantum chemistry calculation of 2 unconnected molecules or ions with the total composition C7H11NOS3, from OMol25.

XYZ file:
```
23
Properties=species:S:1:pos:R:3:forces:R:3
S 1.100 2.450 0.443 0.95 -0.22 -0.48
S -2.826 2.050 -0.145 -0.37 -0.28 1.65
S 3.995 1.605 0.314 0.92 0.19 -0.23
O -0.256 -1.006 -0.193 -0.07 -2.85 -0.60
N 1.884 0.086 -0.221 -2.94 -0.16 0.41
C 2.521 -1.129 -0.693 -2.01 -1.10 -0.51
C 2.767 -2.291 0.317 1.31 4.33 2.07
C -3.292 0.449 -0.794 -1.39 -1.65 0.56
C 2.413 1.280 0.079 -0.08 0.70 0.87
C 0.452 0.134 -0.119 0.31 -0.28 0.32
C -0.134 1.298 0.162 -0.33 -0.04 -0.21
C -3.810 2.127 1.222 -0.55 1.57 0.48
H 2.654 -3.143 -0.191 0.20 -3.56 -1.67
H 3.418 -0.781 -1.076 1.88 0.30 -1.08
H 0.235 -1.886 -0.245 -0.54 2.21 0.14
H 1.829 -1.524 -1.576 1.60 0.78 1.69
H -3.830 3.113 1.844 0.24 -1.99 -1.40
H 3.668 -2.195 0.999 -0.32 -0.15 -1.69
H -2.391 0.028 -1.259 -0.41 -0.14 0.34
H 2.075 -2.268 1.106 -1.79 0.00 0.80
H -4.570 1.352 1.507 1.21 0.63 -0.41
H -3.766 -0.214 0.030 1.51 1.01 -1.07
H -4.136 0.463 -1.511 0.67 0.67 0.03
```
Forces are in eV/Å.

Properties
E_LUMO (spin up / spin down) (hartree): -0.0216 / -0.0551
Kohn-Sham gap (spin up / spin down) (eV): 6.39 / 5.35
Total energy (eV): -43475.1962
E_HOMO (spin up / spin down) (Ha): -0.2563 / -0.2517
2S+1: 1
Energy above the lowest of the compared OMol25 structures with the same formula, charge and spin (kcal/mol): 94.6

Mulliken atomic charge list, values in e, 6 entries: -0.179, 0.207, -0.409, -0.544, 0.120, -0.991



[4]
The following is a quantum chemistry calculation of 2 unconnected molecules or ions with the total composition C7H11NOSi, from OMol25.

XYZ file:
```
21
Properties=species:S:1:pos:R:3:forces:R:3
Si 3.305 0.136 0.138 -1.16 0.05 -2.32
O 3.973 1.125 1.055 0.50 0.05 0.85
N -2.080 0.926 1.939 0.82 1.24 -0.16
C -3.334 -0.752 0.772 0.42 0.44 0.03
C -3.159 -0.198 -0.449 1.54 0.62 -2.41
C -2.199 0.896 -0.484 -1.44 -0.03 -1.07
C -1.793 1.439 0.743 -0.37 0.76 -2.01
C 3.196 -1.709 -0.043 1.26 -0.59 -1.57
C -2.775 -0.166 1.881 -0.40 -1.61 0.87
C 2.380 0.824 -1.392 0.23 1.62 -0.56
H -3.761 -1.689 0.949 -1.14 -1.11 -0.13
H 1.306 0.595 -1.546 0.57 -0.17 0.44
H 3.285 -1.984 -1.180 -0.25 0.64 2.09
H 2.441 1.979 -1.352 0.01 -1.83 -0.05
H -1.344 2.432 0.561 0.34 -0.61 1.18
H 2.878 0.507 -2.357 -0.31 0.25 1.05
H -1.863 1.476 -1.431 -0.87 -1.36 1.65
H 3.899 -2.337 0.508 0.06 0.26 -0.01
H -3.640 -0.720 -1.344 0.95 1.18 1.08
H 2.222 -1.994 0.290 -0.94 -0.26 0.09
H -2.938 -0.787 2.744 0.18 0.47 0.97
```
Forces are in eV/Å.

Properties
E_LUMO (hartree): 0.0114
Kohn-Sham gap (eV): 9.98
Total energy (eV): -18851.6726
Structure (SMILES): C[Si](C)=O.c1ccncc1
E_HOMO (Ha): -0.3555
2S+1: 1
Energy above the lowest of the compared OMol25 structures with the same formula, charge and spin (kcal/mol): 26.3

Mulliken atomic charge list, values in e, 6 entries: 0.672, -0.574, -0.595, -0.306, -0.338, -0.199